Entry from the OMol25 dataset: 11 unconnected molecules or ions with the total composition C41H52Cl12F40O5 at a distorted geometry (wB97M-V/def2-TZVPD).

Geometry as ORCA input:
```
! wB97M-V def2-TZVPD RIJCOSX def2/J DEFGRID3
* xyz 0 1
F -1.90 1.19 3.46
C 4.92 -4.83 -6.87
H 6.43 -5.20 -5.25
C -3.16 -3.35 -3.14
F 2.79 2.85 0.96
C 6.54 -0.61 1.29
C 6.27 -5.27 -6.33
H 5.47 -2.76 -7.39
H -5.74 4.14 6.81
F -6.11 -5.53 -3.92
O -3.86 -2.23 -2.61
H 2.07 3.70 -6.97
F 1.55 1.22 -4.87
H -4.04 -1.27 6.78
H 1.90 -2.25 -0.22
F -6.18 -3.83 -2.56
H -6.35 1.78 2.78
Cl 0.29 -4.38 -1.76
C -0.68 4.24 -3.05
H -4.94 0.44 8.65
F -7.10 2.61 6.70
H -4.55 4.04 8.64
F 5.57 -2.48 -2.89
F 5.56 -0.30 -3.40
F -4.00 -5.08 -1.79
C -2.95 2.03 3.52
F -2.46 -1.77 -0.87
C 1.20 -0.34 -1.66
C 0.59 -1.09 2.82
H -1.74 -2.01 6.53
C -5.47 2.33 3.09
C -1.94 3.93 -2.22
F 0.28 5.29 0.63
Cl 1.11 -2.00 -4.61
C -3.78 2.13 9.39
H 0.18 -2.13 0.29
H 3.76 -3.11 -7.42
H 0.23 -0.70 -2.00
H 1.91 -1.11 -2.00
F 4.16 5.33 -3.44
Cl 0.29 -7.24 -1.08
O -5.65 2.59 4.49
F 5.21 3.42 -0.68
F -2.11 -0.87 -2.80
O 4.52 -2.86 -5.53
H -2.63 4.78 -2.17
C 1.18 -1.72 0.42
H -2.18 1.03 7.51
C 1.22 -0.27 -0.14
F -0.98 5.14 -4.02
H 1.61 -6.07 -2.68
H 1.11 -1.83 4.75
C -3.07 -1.28 -1.96
F 4.98 2.60 -2.77
O 0.90 3.28 -4.58
H 1.54 0.56 -2.17
F -4.82 0.19 -2.66
F -3.41 -5.56 -3.86
C 1.23 -0.88 4.21
C 5.29 -1.76 -5.19
C -5.45 -4.42 -3.54
F 4.84 -0.70 -5.89
H 2.14 5.26 1.34
F -5.69 4.82 4.37
F 0.93 4.10 2.37
C -6.37 3.71 4.75
F 0.18 2.13 -6.36
F -7.55 4.75 6.54
F -2.77 2.95 -2.72
H 0.38 0.32 0.22
F 6.58 -1.98 -5.49
H -0.67 -1.48 -6.02
H -1.03 2.52 -4.25
C -4.69 3.35 9.47
Cl 5.10 -1.56 0.93
H 6.88 -0.95 2.26
F 6.53 -6.54 -6.71
Cl 6.15 1.09 1.35
H 4.38 5.72 -1.60
C 4.88 5.03 -2.29
C -3.99 -4.62 -3.08
Cl 5.09 -3.42 4.44
C -4.23 1.48 2.83
H 0.24 -0.16 2.36
H 2.59 3.17 -2.62
H -2.36 -1.50 4.87
F -1.58 3.57 -0.96
C -0.19 2.96 -3.72
F 4.76 -5.27 -8.13
Cl 1.09 -2.19 -7.50
Cl -0.40 -6.35 -3.78
F 7.27 -4.46 -6.82
C 0.08 -2.26 -6.02
H -3.82 1.65 10.38
C -2.07 -1.20 5.87
F 2.86 1.92 -7.17
C 2.42 2.88 -6.32
F -3.57 0.88 -0.93
C 4.16 -4.86 3.98
H -3.67 0.10 5.81
F 3.42 3.41 -5.59
H -4.59 3.83 10.44
H -3.15 2.13 4.59
O 2.42 4.10 -0.80
H -5.40 -3.73 -4.39
H 2.60 -1.46 2.01
C -6.62 3.79 6.26
C -3.24 -0.53 6.61
H -1.15 -0.63 5.90
C 1.82 3.46 0.28
H 4.00 -1.53 -3.52
F 6.16 5.34 -2.46
Cl 4.31 -5.37 2.32
C 5.08 -1.51 -3.69
H -2.17 -3.40 -2.69
H 3.05 2.19 -1.36
F 0.91 2.56 -0.07
H 0.19 2.25 -2.97
C 4.59 3.57 -1.90
F -2.62 3.25 3.08
H -5.40 3.25 2.50
H -5.71 2.96 9.41
H -4.61 1.63 7.49
H -0.38 -1.60 2.85
H -3.00 -3.13 -4.20
Cl 7.82 -0.90 0.10
H 2.11 0.28 0.18
Cl -0.86 -3.77 -5.99
C 3.13 3.23 -1.66
C 4.68 -3.30 -6.88
F -7.56 3.72 4.13
H 4.48 -5.70 4.58
C 1.29 4.59 1.17
H -2.72 2.39 9.35
C 0.58 -6.05 -2.35
H 2.31 -0.73 4.22
F -4.56 0.22 3.26
C 1.21 2.35 -5.54
H -2.55 -0.41 8.63
C -4.08 -0.18 -1.56
F -4.02 1.33 1.50
H -4.84 -0.65 -0.93
C -2.90 0.29 7.87
Cl 2.42 -4.62 4.39
H 1.57 -2.85 2.24
C 1.57 -1.81 1.90
F 3.98 -5.37 -6.05
F 0.24 4.86 -2.30
C -4.12 1.08 8.30
H 0.84 -0.13 4.88
*
```

Summary:
Kohn-Sham gap ... 0.397 Eh
SMILES string ... FC(F)C(F)(F)COC(F)(F)C(F)F.FC(F)C(F)(F)COC(F)(F)C(F)F.FC(F)C(F)(F)COC(F)(F)C(F)F.FC(F)C(F)(F)COC(F)(F)C(F)F.FC(F)C(F)(F)COC(F)(F)C(F)F.ClC(Cl)Cl.ClC(Cl)Cl.ClC(Cl)Cl.ClC(Cl)Cl.CCCCCC.CCCCCC

=====

Entry from the OMol25 dataset: a molecular structure, C41H53BGeN10O2SW at a distorted geometry (wB97M-V/def2-TZVPD).

Geometry as ORCA input:
```
! wB97M-V def2-TZVPD RIJCOSX def2/J DEFGRID3
* xyz 0 1
N 2.75 2.25 2.85
H -4.40 4.17 0.69
C 3.45 -2.94 0.09
H -3.72 4.87 -2.73
O -0.19 -2.07 -0.12
H -1.75 -7.01 -2.48
W -0.23 -0.23 0.63
H -4.67 2.08 4.11
C -1.51 -3.07 2.25
H 3.58 2.56 2.38
C -3.21 -0.27 -0.51
H 0.39 4.90 -1.55
H -4.74 1.89 1.65
H -4.13 5.76 2.54
H 3.59 1.71 -0.04
N -1.34 -3.68 1.04
H 0.29 1.47 -6.87
H -3.68 2.39 -2.80
C 2.17 1.10 2.38
H -1.57 1.19 -2.39
N -1.00 1.54 0.97
H -0.03 -3.68 -4.55
C 4.92 4.74 -0.78
C -0.72 -3.46 5.44
H 0.09 -5.58 1.99
H 0.01 -2.79 4.96
O -4.48 3.95 3.39
C -2.78 2.94 -2.57
H 4.00 0.52 1.66
C 2.72 3.10 -1.41
C 1.58 1.39 -3.72
H 4.09 6.11 -2.21
H -2.66 4.91 3.09
C -1.74 2.48 0.90
C -1.65 5.03 -2.15
H 0.41 1.54 2.93
H -0.91 -5.99 -4.57
C 3.07 0.33 -5.32
C 1.11 0.30 -0.74
H 4.00 -0.19 -5.54
N 3.07 0.20 1.85
H -0.27 -4.45 5.54
H 1.80 -0.46 -1.15
N 0.93 0.83 2.45
C -0.39 -3.39 -2.46
H -4.90 1.16 -0.70
C -1.59 2.27 -2.32
C -0.89 -5.42 -3.65
N -2.91 2.86 1.34
H -1.73 -5.69 -0.36
H 2.40 0.30 -7.37
C -0.48 4.34 -1.87
C -0.43 -6.02 2.84
C -1.81 -5.39 2.99
C 2.77 0.72 -4.02
H -2.72 -4.18 5.08
Ge 1.22 1.88 -1.84
C -0.40 -4.12 -3.64
C 2.90 4.33 -2.04
C 4.79 3.50 -0.17
C -2.80 4.33 -2.51
C 2.74 -1.09 1.48
H 5.55 3.16 0.52
C -0.87 -3.96 -1.28
H -2.44 -2.51 4.60
C 0.99 1.26 -6.07
H 3.48 0.50 -3.23
B -4.75 -0.05 -0.67
H 0.17 -5.88 3.74
H 2.45 -2.83 -0.31
H -0.93 -3.08 6.45
H -0.02 -2.38 -2.43
N 1.52 -1.47 1.62
C -1.37 -5.99 -2.47
C -3.44 4.21 1.21
H -2.39 -5.56 2.09
H -0.24 2.17 -4.57
C -0.82 -3.16 -0.03
H -3.31 1.01 2.23
H 4.15 -2.90 -0.75
H -2.99 2.66 4.03
H 1.42 -2.46 1.49
C -3.96 2.63 3.51
H -5.13 -0.57 -1.70
N 3.75 -1.86 1.02
C 2.17 0.60 -6.35
C 5.15 -1.48 1.15
C -1.36 -5.26 -1.29
C 3.98 5.16 -1.71
H -1.67 6.11 -2.09
H -2.34 -5.84 3.83
H 2.21 4.65 -2.80
C -3.64 4.79 2.60
H -2.74 4.82 0.63
H 5.75 -2.39 1.17
C -2.00 -3.49 4.62
C 0.69 1.65 -4.77
N -2.07 -0.36 -0.36
N -1.79 -3.94 3.25
C 3.70 2.70 -0.49
S -1.51 -1.39 2.60
H -0.53 -7.09 2.67
H 3.55 -3.92 0.57
H 5.32 -0.97 2.10
H -5.28 -0.53 0.32
C -3.77 1.99 2.15
C -0.42 2.95 -1.97
H 5.50 -0.86 0.32
H 5.76 5.38 -0.53
H 2.10 3.00 3.00
*
```

Summary:
Kohn-Sham gap (spin up / spin down) ... 0.213 / 0.213 Eh
Energy above the lowest of the compared OMol25 structures with the same formula, charge and spin ... 0.0 kJ/mol

=====

Entry from the OMol25 dataset: 10 unconnected molecules or ions with the total composition C41H53Br3F2O21 at a distorted geometry (wB97M-V/def2-TZVPD).

Geometry as ORCA input:
```
! wB97M-V def2-TZVPD RIJCOSX def2/J DEFGRID3
* xyz 1 2
C -0.11 1.78 4.25
C 2.48 4.26 -2.05
H -1.81 3.41 6.17
C 4.37 -7.61 -0.12
H 3.11 -0.46 0.61
H -1.84 5.49 -3.07
C -4.67 -5.38 -2.13
O -5.70 2.57 -2.07
C -1.81 3.58 -2.14
H -3.60 5.03 -4.73
H 1.56 2.18 -1.58
O 1.49 8.18 -1.28
O 3.34 4.81 -1.10
O 4.63 3.91 0.52
C 0.75 6.23 1.51
O -6.81 0.73 -1.23
C 2.35 -1.30 2.38
H 0.24 -2.53 -1.36
C -3.89 -5.80 -3.18
C 1.68 -5.91 0.78
C -4.07 -5.21 -0.87
O -0.96 2.62 -2.80
O 0.49 6.74 0.18
C 3.51 -0.96 1.49
C 2.84 -3.33 -3.62
H 4.48 -4.91 0.45
C 2.12 6.80 1.74
H -6.52 -0.64 0.24
C -0.15 -1.84 -0.62
C 3.06 4.62 -3.41
H 0.65 4.27 2.54
H 4.70 0.80 1.91
H -1.70 0.72 1.79
H 1.53 -1.84 1.90
Br 3.11 -2.12 -2.06
H -1.03 2.14 7.07
H -0.57 4.59 1.26
C -0.74 -2.29 0.56
C -6.47 -0.62 -0.84
H -4.29 -5.98 -4.17
O 2.41 7.63 0.68
H -2.92 1.86 4.96
C 3.86 3.79 -0.39
C -4.08 -1.44 -0.60
H -2.97 0.31 6.93
H 0.96 4.14 0.79
H -7.13 -1.37 -1.29
H -3.22 -1.51 -1.26
F -4.76 -4.84 0.24
O 0.50 -5.73 0.53
H -3.79 3.47 -4.37
C -0.11 -0.50 -0.99
H 2.20 7.29 2.72
C -5.09 -0.71 -1.39
C -2.15 4.48 -3.33
H -4.36 -2.42 -0.21
O 3.37 2.60 -0.65
O 0.18 2.33 -4.74
H 2.92 2.23 -2.61
O -4.67 0.59 -1.75
H 3.38 -3.05 -4.52
H -5.70 -5.10 -2.27
C -1.29 -1.34 1.43
C 4.62 -0.23 2.27
C -2.30 0.12 6.10
C -1.91 -5.60 -1.83
H -1.30 4.02 -1.28
H -2.63 3.06 -1.66
H 4.00 -7.40 2.00
H -1.45 -0.40 6.54
C -2.56 -5.90 -3.03
H 1.45 4.56 -1.88
C -2.70 -5.40 -0.70
F -0.40 1.80 -0.22
C 2.50 2.72 -1.73
H -0.83 -5.57 -1.89
Br 0.84 -3.17 -4.12
O 4.06 -2.19 1.15
H 3.85 -8.57 -0.09
H -5.16 -1.22 -2.35
O 5.75 -1.03 1.97
H 4.26 -7.04 -1.03
H -3.60 -0.96 0.25
O 6.08 -3.22 1.40
H 1.82 -0.38 2.63
O 2.31 -7.12 0.83
H -1.76 -1.70 2.33
O 2.53 -4.89 0.98
H 0.45 -0.20 -1.86
O 0.81 1.64 3.46
H 4.56 -0.11 3.35
O -1.23 1.10 4.23
H -2.25 -5.23 0.27
C -0.56 0.48 -0.05
C 5.34 -2.25 1.51
C 1.44 7.58 -0.23
O -1.31 4.00 -4.42
Br 3.22 -5.24 -3.19
C -1.22 2.50 6.05
C 3.72 -6.92 1.06
H 5.43 -7.72 0.10
H -0.80 -3.35 0.76
H 2.89 6.02 1.76
H 4.05 -5.01 2.15
C 0.47 4.73 1.57
H 2.67 -1.76 3.31
H 4.11 4.33 -3.44
O -0.08 2.65 5.29
H -2.57 -0.64 5.36
C -3.51 4.39 -3.86
C -1.29 0.01 1.09
H -1.90 -6.21 -3.83
H 2.97 5.69 -3.61
C -2.00 1.44 5.38
H 0.01 6.63 2.20
C 3.82 -5.40 1.16
H 2.59 4.07 -4.23
C -0.63 2.94 -4.02
C -5.70 1.42 -1.69
H -4.24 4.69 -3.10
*
```

Summary:
Kohn-Sham gap (spin up / spin down) ... 0.278 / 0.125 Eh

=====

Entry from the OMol25 dataset: a molecular structure, C41H53ClN4O2SeV at a distorted geometry (wB97M-V/def2-TZVPD).

Geometry as ORCA input:
```
! wB97M-V def2-TZVPD RIJCOSX def2/J DEFGRID3
* xyz -2 4
H 1.82 3.78 4.95
H 1.77 -0.46 -4.67
C -1.26 -5.38 -4.33
H 4.88 0.17 1.35
C -2.94 -4.22 -3.03
H -2.34 6.49 -1.32
H -0.40 3.43 -3.45
H -4.42 -0.67 -1.31
C -2.42 5.40 -1.40
H 0.67 4.91 5.53
N -1.16 -5.85 2.78
C -1.99 -3.46 -2.42
C -0.70 1.30 -2.96
C 2.08 -4.70 -2.78
H -0.92 -6.08 -5.07
H 0.93 1.26 -6.12
C 1.45 1.24 3.90
H 3.36 -1.84 3.98
C 3.85 0.49 1.50
C -1.00 4.73 -1.26
H -1.84 4.21 5.64
C -1.59 1.02 -0.64
H 5.32 0.35 3.77
C 0.45 -3.21 -1.78
H 3.96 0.55 5.00
C -2.54 -5.07 -4.13
C 0.97 -0.07 1.90
H 3.19 0.04 0.77
H -0.21 6.43 -2.28
C -0.89 -0.12 -5.09
H -1.71 1.85 2.93
H -0.31 -0.42 -6.00
C -0.19 5.38 -2.36
C 3.60 -1.45 3.04
H 2.46 -3.46 -1.04
O -1.37 -0.83 -2.12
C -0.43 5.16 0.11
H -3.99 -4.13 -2.79
V -2.25 -2.14 -1.02
H -0.83 1.59 6.55
C 0.15 1.78 3.96
H 2.06 0.59 -3.34
C 1.27 -0.08 -3.77
C -0.34 -5.90 1.72
C 1.12 -5.19 -3.62
H -2.85 5.26 -2.43
O 1.26 -0.87 1.01
N 0.42 -6.98 1.50
H 3.09 -5.07 -2.77
C -0.66 2.71 -2.63
C -1.61 3.46 4.82
C 4.27 0.75 3.94
C -0.59 -3.76 -2.61
C 0.79 4.12 4.80
C 0.49 1.82 -5.19
N -2.13 -3.44 0.55
H -2.37 2.64 4.96
H 0.90 5.16 -2.37
C 3.38 0.05 2.91
C 1.94 0.41 2.92
H 1.32 -6.04 -4.30
H 0.99 1.82 6.42
Se -1.80 -0.15 0.86
H -1.77 0.28 -5.47
C -1.17 -4.19 0.63
H 0.82 4.59 3.78
H -3.29 -5.39 -4.82
H -0.55 5.27 -3.38
Cl -5.28 -2.47 -0.09
H -1.86 -5.12 2.89
H -1.78 4.01 3.87
H -1.04 -6.57 3.54
H -0.13 3.11 7.08
C 0.02 0.73 -4.17
H 1.31 2.45 -4.75
H -0.97 4.78 1.00
C -0.18 2.91 4.96
H 0.40 -7.75 2.18
H 2.95 -1.94 2.30
H -0.42 6.23 0.14
H 0.62 4.72 0.25
H 1.13 -6.91 0.79
C -1.21 0.49 -1.90
N -0.21 -4.99 0.77
H -3.17 4.96 -0.75
H 0.25 -2.41 -0.99
H 4.26 1.83 3.79
C 1.73 -3.77 -1.84
C -0.03 2.29 6.35
C -0.70 1.45 2.94
H -0.38 2.39 -5.55
C -1.16 3.27 -1.46
C -1.60 2.40 -0.47
H -4.65 -2.08 -2.26
H 1.17 -0.96 -3.12
H -1.13 -1.02 -4.52
C -4.19 -1.76 -1.31
H 2.17 1.53 4.70
H 4.65 -1.69 2.84
H -1.77 2.75 0.53
C -0.25 -4.82 -3.49
H 3.69 1.61 1.38
C -0.36 0.48 1.95
*
```

Summary:
Kohn-Sham gap (spin up / spin down) ... 0.107 / 0.186 Eh